Entry 1:
Below is a molecular structure, C29H17Cl2F5N4O3S4V, with properties calculated with ωB97M-V with the def2-TZVPD basis set.

Each line ends with the Löwdin charge.
Geometry (Å):
V -0.85700 0.07591 -1.37221  0.94
C -2.37358 -1.03062 2.53883  -0.03
C -1.52634 -1.06755 1.30580  -0.26
N -1.42338 -0.01922 0.54627  -0.13
N -1.83895 1.20165 0.77325  0.01
C 0.25197 2.42794 0.39225  -1.00
S 1.61288 2.91891 -0.71495  0.62
S 0.16404 3.89195 1.48193  0.92
C -0.96881 3.30182 2.77726  -0.40
C -0.33047 3.16679 4.13002  -0.28
C -0.65623 4.03465 5.16498  -0.06
C -0.08006 3.89690 6.42230  -0.11
C 0.83004 2.88144 6.66022  -0.12
C 1.16056 2.00434 5.63210  -0.09
C 0.58902 2.14579 4.37972  -0.03
C -0.61325 -2.15677 1.01059  -0.11
C -0.62641 -3.35924 1.72852  -0.05
C 0.32656 -4.34418 1.52139  -0.12
C 1.34704 -4.15085 0.60025  -0.11
C 1.40260 -2.96784 -0.12241  -0.01
C 0.43011 -1.98931 0.06499  -0.29
O 0.51639 -0.88015 -0.68891  -0.24
H -1.78221 -0.87093 3.44842  0.08
H -3.08509 -0.20964 2.45732  0.07
H -2.93143 -1.96048 2.66749  0.06
H -1.80798 3.99684 2.81380  0.07
H -1.36156 2.33923 2.43435  0.06
H -1.37173 4.82956 4.98354  0.10
H -0.34606 4.58717 7.21461  0.09
H 1.28310 2.77150 7.63838  0.09
H 1.86923 1.20384 5.80701  0.10
H 0.85231 1.47336 3.57343  0.11
H -1.40129 -3.52398 2.46715  0.09
H 0.27401 -5.26598 2.08987  0.08
H 2.09291 -4.91912 0.43485  0.09
H 2.17298 -2.78309 -0.85977  0.12
Cl 2.27231 -6.38592 -4.80714  0.57
C 1.71721 -4.78535 -4.35659  -0.69
C 2.47559 -3.67118 -4.74963  -0.15
C 2.06280 -2.41596 -4.41521  -0.57
Cl 3.00551 -1.04286 -4.90276  0.69
C 0.85597 -2.14288 -3.64969  -0.40
O 0.50392 -0.97851 -3.38496  -0.15
C 0.13531 -3.33367 -3.26770  -0.13
C -1.05909 -3.26304 -2.46186  -0.20
O -1.53584 -2.28747 -1.90940  0.00
C 0.56928 -4.61604 -3.63595  -0.09
H 3.38570 -3.80810 -5.31849  0.09
H -1.57491 -4.23980 -2.33692  0.13
H -0.01369 -5.47581 -3.32443  0.10
S 1.64012 1.40675 -2.13574  0.67
C 1.28387 2.27727 -3.61564  -0.65
C 2.34661 3.02951 -4.17706  -0.32
N 3.20881 3.65234 -4.62734  0.13
C 0.05703 2.16579 -4.22994  -0.74
S -1.29223 1.30575 -3.72292  0.80
C -0.08402 2.85728 -5.49481  -0.28
N -0.20847 3.39180 -6.50564  0.15
F -2.61674 -0.02317 -1.70777  -0.41
C -1.07821 1.92509 -0.23761  -0.34
F 0.72669 1.37296 1.17371  -0.10
C -1.92074 3.05630 -0.77550  -0.64
F -1.22210 3.91030 -1.54988  0.10
F -2.46546 3.82330 0.21441  0.07
F -2.96917 2.64468 -1.49018  0.10

Forces on atoms 1 to 3 (eV/Å):
-0.2 0.3 -0.8
0.0 0.1 0.1
0.0 -0.1 0.1

As for the total charge: -2. The spin multiplicity is 2. The value obtained for the LUMO energy (alpha / beta) is 4.0 / 4.0 eV. Its energy is -5516.648932 Eh. The expectation value of S² is 0.78. As for the HOMO-LUMO gap (alpha / beta): 5.997 / 5.973 eV. Its highest occupied orbital energy (alpha / beta) is -0.0725 / -0.0716 hartree.

---

Entry 2:
Below is C14H23NO4S in the gas phase, with properties calculated with ωB97M-V with the def2-TZVPD basis set.

Each line ends with the Löwdin charge.
Geometry (Å):
C -0.50880 -1.73895 1.19607  -0.10
C 0.69455 -2.67209 1.14364  -0.26
C 1.17749 -2.94229 -0.28144  -0.22
C 1.81012 -1.74017 -0.98630  -0.20
C 3.10592 -1.25093 -0.32257  -0.18
C 2.92897 0.08313 0.40220  -0.25
N 2.60192 1.13087 -0.54215  -0.14
S 1.92246 2.51655 0.11096  0.65
O 2.05718 3.52935 -0.89539  -0.29
O 2.44034 2.77771 1.42544  -0.29
C 0.22153 2.01039 0.23403  -0.30
C -0.44151 2.02846 1.43581  -0.06
C -1.76735 1.61216 1.48404  -0.01
C -2.40990 1.17586 0.33569  -0.20
O -3.68969 0.73714 0.27637  -0.05
C -4.44525 0.70015 1.46347  -0.07
C -1.71180 1.16536 -0.90081  -0.19
O -2.41640 0.71876 -1.96820  -0.06
C -1.77198 0.68394 -3.22016  -0.07
C -0.39589 1.59054 -0.93437  -0.01
H -1.33156 -2.14172 0.60894  0.08
H -0.84756 -1.61723 2.22270  0.08
H -0.25984 -0.75653 0.80541  0.04
H 0.41989 -3.62708 1.59875  0.11
H 1.50798 -2.25007 1.73589  0.10
H 1.90984 -3.75347 -0.25602  0.11
H 0.32824 -3.28752 -0.87632  0.11
H 1.10063 -0.91346 -1.02552  0.09
H 2.02056 -2.03517 -2.01628  0.11
H 3.46443 -1.99288 0.39217  0.11
H 3.88446 -1.12198 -1.07699  0.11
H 2.09251 0.03735 1.10174  0.11
H 3.83257 0.32889 0.97568  0.12
H 3.35875 1.36601 -1.16686  0.11
H 0.07694 2.36255 2.31931  0.12
H -2.28676 1.62856 2.42791  0.11
H -5.42133 0.31337 1.17566  0.10
H -3.99492 0.03249 2.20479  0.10
H -4.56508 1.69826 1.89620  0.10
H -1.45082 1.68151 -3.53458  0.10
H -0.90822 0.01154 -3.20718  0.10
H -2.51515 0.30524 -3.91981  0.10
H 0.18252 1.61538 -1.84190  0.11

Forces on atoms 1 to 3 (eV/Å):
0.2 -0.1 0.1
-0.2 -0.1 -0.2
0.1 0.1 0.1

As for the energy relative to the best compared isomer or geometry (same formula, charge and spin): 7.7 kJ/mol. As for the total charge: 0. Its SMILES is CCCCCCNS(=O)(=O)c1ccc(OC)c(OC)c1. The value obtained for the LUMO energy is 0.7 eV. Its energy is -1301.131561 Eh. As for the HOMO-LUMO gap: 9.312 eV. Its highest occupied orbital energy is -0.3159 hartree.

---

Entry 3:
Below is C10H11NO in the gas phase at a distorted geometry, with properties calculated with ωB97M-V with the def2-TZVPD basis set.

Each line ends with the Löwdin charge.
Geometry (Å):
C 0.90511 -1.92522 -1.00977  -0.02
C 1.27875 -0.40072 -0.54174  -0.42
C 2.63958 -0.25951 -1.12839  -0.04
N 0.17802 0.37698 -1.13445  0.08
C -0.74548 0.69200 -0.18555  -0.24
C -1.93422 1.39038 -0.33058  -0.03
C -2.88081 1.40094 0.68379  -0.04
C -2.48124 0.88846 1.96978  -0.11
C -1.26200 0.35195 2.19350  -0.03
C -0.32425 0.37344 1.11756  -0.07
C 1.08064 -0.19198 0.98848  -0.25
O 1.89063 -0.12508 1.90082  0.09
H 0.69294 -1.82583 -2.13300  0.10
H 0.02693 -2.39913 -0.60411  0.06
H 1.83167 -2.59335 -0.69790  0.11
H 2.41090 -0.09170 -2.17522  0.08
H 2.99250 -1.27677 -1.19439  0.05
H 3.51338 0.38488 -0.78564  0.12
H 0.22711 0.63598 -2.08745  0.13
H -1.96377 1.78289 -1.32841  0.11
H -3.81237 1.77543 0.43862  0.08
H -3.22926 0.86408 2.76034  0.10
H -1.03477 0.17185 3.28371  0.14

Forces on atoms 1 to 3 (eV/Å):
2.0 0.0 0.1
-1.5 -2.3 0.4
1.5 0.4 -0.9

As for the energy relative to the best compared isomer or geometry (same formula, charge and spin): 216.9 kJ/mol. As for the total charge: 0. Its SMILES is CC1(C)Nc2ccccc2C1=O. The value obtained for the LUMO energy is 0.4 eV. Its energy is -517.589960 Eh. As for the HOMO-LUMO gap: 8.395 eV. Its highest occupied orbital energy is -0.2942 hartree.

---

Entry 4:
Below is C18H23N5O2 in the gas phase, with properties calculated with ωB97M-V with the def2-TZVPD basis set.

Each line ends with the Löwdin charge.
Geometry (Å):
O 2.14142 2.00020 0.96718  0.05
C 1.68864 0.97677 0.47583  -0.46
N 1.06635 0.02605 1.18329  0.08
C 0.92213 0.10922 2.61679  -0.17
C 1.10179 -1.26903 3.25259  -0.17
C -0.16368 -2.12135 3.09770  -0.22
N -0.53665 -2.23439 1.69565  -0.08
C -0.18782 -3.47898 1.03887  -0.22
C -0.21040 -3.31351 -0.48482  -0.17
C -1.50095 -2.67367 -1.01542  -0.16
N -1.47299 -1.23703 -0.89846  0.07
C -2.25693 -0.52732 -0.07449  -0.46
O -3.15472 -1.00159 0.60663  0.04
C -1.90011 0.92679 -0.02923  -0.19
C -2.37621 1.71979 1.00880  0.00
C -1.98254 3.04617 1.06147  -0.05
C -1.14823 3.53199 0.06786  -0.04
C -0.74603 2.66282 -0.93618  -0.13
N -1.10018 1.39319 -0.98454  0.12
C 1.84389 0.69737 -0.99077  -0.20
C 2.57406 1.60268 -1.75670  0.00
C 2.74176 1.35508 -3.10699  -0.05
C 2.17583 0.20973 -3.64587  -0.05
C 1.46441 -0.62802 -2.80186  -0.13
N 1.29934 -0.39920 -1.50915  0.09
H 0.62204 -0.77617 0.74924  0.10
H -0.06682 0.50958 2.87276  0.12
H 1.67846 0.81385 2.97397  0.12
H 1.94859 -1.76854 2.77991  0.11
H 1.32192 -1.15468 4.31475  0.11
H -0.00204 -3.10609 3.55958  0.11
H -0.97447 -1.63124 3.64272  0.12
H -1.52991 -2.06901 1.58859  0.09
H 0.82464 -3.75908 1.34509  0.12
H -0.86240 -4.30412 1.32677  0.12
H -0.08679 -4.29844 -0.93790  0.11
H 0.62809 -2.68602 -0.79144  0.08
H -2.37467 -3.03522 -0.46733  0.12
H -1.62393 -2.93394 -2.07277  0.12
H -0.68916 -0.74689 -1.31841  0.08
H -3.03077 1.28192 1.74620  0.12
H -2.31822 3.68906 1.86228  0.11
H -0.81285 4.55679 0.07052  0.11
H -0.10204 2.99716 -1.73979  0.11
H 2.98795 2.47258 -1.27131  0.12
H 3.30158 2.03907 -3.72842  0.11
H 2.27966 -0.02703 -4.69323  0.10
H 1.00155 -1.53223 -3.17819  0.11

Forces on atoms 1 to 3 (eV/Å):
0.1 0.2 -0.1
-0.1 -0.1 0.3
0.0 -0.1 -0.2

As for the energy relative to the best compared isomer or geometry (same formula, charge and spin): 95.9 kJ/mol. As for the total charge: 0. Its SMILES is O=C(NCCCNCCCNC(=O)c1ccccn1)c1ccccn1. The value obtained for the LUMO energy is 0.4 eV. Its energy is -1124.027857 Eh. As for the HOMO-LUMO gap: 9.087 eV. Its highest occupied orbital energy is -0.3206 hartree.